Here is 11 unconnected molecules or ions with the total composition C51H110F9N7O10 in a non-equilibrium geometry from the OMol25 dataset. Energies are from ωB97M-V/def2-TZVPD.

Last column: Löwdin charge in e.
CARTESIAN COORDINATES (ANGSTROEM)
C -6.73495 -4.98707 5.27694  -0.075
C -5.36626 -4.47044 4.73610  -0.235
C -5.38943 -3.45125 3.56225  -0.173
C -6.21689 -2.19708 3.89088  -0.104
N -5.91526 -1.08933 2.93249  -0.303
C -4.55457 -0.51527 2.93120  -0.107
C -4.65342 0.84003 2.23370  -0.153
C -6.02019 1.37509 2.63679  -0.111
C -6.74855 0.13689 3.23344  -0.066
C -6.27445 -1.53543 1.61449  -0.010
H -6.47742 -5.55593 6.17803  0.085
H -7.31300 -5.60125 4.59182  0.077
H -7.31562 -4.10006 5.57638  0.071
H -4.69003 -5.31551 4.48182  0.120
H -4.87200 -3.96148 5.56768  0.090
H -5.74398 -3.89935 2.62943  0.115
H -4.34738 -3.21147 3.43075  0.091
H -6.00711 -1.88712 4.91163  0.142
H -7.29352 -2.39449 3.77560  0.150
H -3.81090 -1.25913 2.61963  0.138
H -4.30683 -0.31521 3.97968  0.148
H -4.56059 0.70458 1.14984  0.100
H -3.81153 1.45697 2.53014  0.119
H -6.55440 1.70924 1.75312  0.114
H -5.89488 2.23017 3.31634  0.133
H -7.75905 -0.04089 2.85035  0.147
H -6.78470 0.17918 4.31842  0.139
H -5.53801 -2.26175 1.25893  0.115
H -6.23963 -0.70351 0.90250  0.117
H -7.23502 -1.99942 1.61147  0.117
C 3.81685 5.84214 -3.63684  -0.078
C 2.68442 5.59984 -2.60134  -0.220
C 1.24024 5.22190 -3.19893  -0.175
C 0.15964 5.11714 -2.18122  -0.137
N -1.24185 4.95219 -2.70637  -0.292
C -2.11667 4.34427 -1.69590  -0.106
C -3.31920 3.75075 -2.47994  -0.132
C -2.86817 3.67054 -3.91690  -0.152
C -1.40033 4.01331 -3.86283  -0.102
C -1.73620 6.31711 -3.12421  0.056
H 3.99182 4.96080 -4.26567  0.081
H 4.71776 6.10941 -3.07311  0.080
H 3.52312 6.72253 -4.21456  0.077
H 2.54236 6.52072 -2.04366  0.100
H 2.97218 4.78601 -1.90859  0.086
H 1.36715 4.28471 -3.73193  0.094
H 1.01404 6.01825 -3.92364  0.119
H 0.12787 5.99477 -1.54605  0.142
H 0.31771 4.24861 -1.53825  0.127
H -2.43862 5.15965 -1.01204  0.148
H -1.53834 3.67205 -1.05568  0.126
H -4.18340 4.44995 -2.44663  0.130
H -3.67956 2.90524 -1.91324  0.086
H -3.52375 4.27293 -4.52899  0.118
H -2.88753 2.68217 -4.38747  0.119
H -1.01510 4.53170 -4.77628  0.162
H -0.69902 3.18324 -3.67969  0.140
H -1.04241 6.83375 -3.80984  0.125
H -1.86702 6.81363 -2.15076  0.120
H -2.69464 6.21049 -3.64036  0.112
C 10.67900 3.66540 0.90883  -0.097
C 9.44316 3.44732 1.76934  -0.263
C 8.48624 2.38229 1.25431  -0.185
C 7.29588 2.12995 2.21133  -0.089
N 6.15726 1.19836 1.75324  -0.269
C 5.40148 1.53963 0.46941  -0.083
C 3.98804 0.95140 0.48320  -0.132
C 3.78637 0.52326 1.94787  -0.152
C 4.95885 1.15700 2.70364  -0.077
C 6.66965 -0.13553 1.60363  -0.008
H 11.29048 4.49327 1.29062  0.087
H 10.39888 3.89438 -0.10993  0.072
H 11.35086 2.80201 0.84494  0.083
H 8.95592 4.41077 1.96573  0.118
H 9.74826 3.07443 2.76457  0.120
H 9.02171 1.42159 1.17164  0.124
H 8.03496 2.64954 0.28996  0.121
H 6.74396 3.05537 2.38418  0.132
H 7.60918 1.69284 3.17074  0.144
H 5.98657 1.23531 -0.37423  0.116
H 5.25679 2.60825 0.51930  0.137
H 3.86922 0.20987 -0.30835  0.087
H 3.30524 1.75986 0.19800  0.108
H 3.79964 -0.55948 2.05554  0.095
H 2.83293 0.87773 2.35112  0.085
H 5.22490 0.55522 3.57230  0.140
H 4.73369 2.18154 2.98472  0.141
H 7.23524 -0.41304 2.48258  0.120
H 7.31274 -0.19810 0.71776  0.111
H 5.80219 -0.79191 1.43701  0.113
C -0.16027 1.11885 5.61580  0.012
C 1.04038 0.28038 5.14506  -0.531
O 1.73626 0.63098 4.23074  0.028
N 1.32500 -0.79578 5.96436  0.008
H 0.77466 -0.87471 6.82600  0.152
H -0.60384 -1.55447 4.98654  -0.012
C 2.55342 -1.53979 5.82874  -0.056
H -0.18382 1.33033 6.67157  0.080
H -1.10437 0.60493 5.43054  0.060
H -0.11873 2.13305 5.15680  0.101
H 2.97567 -1.32926 4.84159  0.081
H 2.45189 -2.58501 6.05035  0.066
H 3.23876 -1.09425 6.54604  0.097
C 3.52651 -2.52127 -1.62259  0.035
C 2.39376 -2.60804 -0.70265  -0.341
O 2.27072 -2.06091 0.37686  0.125
N 1.15431 -3.32518 -1.25241  0.109
H 0.64065 -2.65303 -1.78189  0.106
H 1.55976 -4.10863 -1.76617  0.176
C 0.19992 -3.87652 -0.26412  0.002
H 3.53459 -1.51635 -2.05790  0.084
H 3.41302 -3.32019 -2.36630  0.104
H 4.53556 -2.61801 -1.17530  0.123
H 0.46739 -4.81848 0.21528  0.096
H -0.76067 -4.12578 -0.71827  0.114
H 0.03079 -3.14492 0.50607  0.071
C -2.11112 -4.23966 -4.28743  0.015
C -1.71243 -3.15066 -5.19784  -0.516
O -2.33968 -2.84941 -6.25599  0.028
N -0.65216 -2.39604 -4.83173  -0.039
H -0.91679 -1.49586 -3.22334  0.055
H 0.03824 -2.97920 -4.34862  0.131
C -0.07470 -1.51656 -5.87159  -0.038
H -2.53899 -5.09859 -4.79012  0.102
H -2.84249 -3.93963 -3.55647  0.082
H -1.19267 -4.61168 -3.82610  0.080
H 0.85284 -1.00011 -5.53374  0.101
H -0.79921 -0.76577 -6.16184  0.080
H 0.18126 -2.04906 -6.80253  0.105
C -6.06326 -1.96216 -7.47692  0.057
C -6.06377 -2.06346 -5.96854  -0.340
O -5.37496 -2.55675 -5.16696  0.187
N -7.34061 -1.24416 -5.32815  0.097
H -7.49335 -0.49158 -5.97105  0.150
H -8.11289 -1.88289 -5.26525  0.161
C -7.04928 -0.87673 -3.85347  0.031
H -7.06938 -2.13664 -7.84677  0.106
H -5.27921 -2.73283 -7.65959  0.127
H -5.71139 -0.92094 -7.69414  0.131
H -7.25821 -1.82966 -3.39704  0.097
H -7.68918 -0.08041 -3.52517  0.096
H -5.97327 -0.66721 -3.72354  0.091
C -1.30220 -0.48212 -1.65593  -0.312
O -1.21235 -0.61096 -0.25586  -0.086
O -0.79514 -1.61824 -2.28402  0.016
C -2.80162 -0.43069 -1.96437  -0.498
F -3.35760 0.73230 -1.44631  0.088
F -2.96126 -0.24591 -3.27083  0.158
F -3.48463 -1.50750 -1.47598  0.148
C -0.11081 0.12857 0.43520  -0.169
C -0.20460 -0.15636 1.91868  -0.034
H -0.13507 -1.18563 2.33395  0.080
H 0.57343 0.43751 2.37283  0.049
H -1.13600 0.29666 2.25444  0.076
H -0.25774 1.15876 0.09106  0.120
H 0.80472 -0.13987 -0.07648  0.084
H -0.82246 0.44324 -1.94343  0.163
C 4.46601 1.34841 -3.51738  -0.582
O 4.84590 0.11914 -2.86510  -0.182
O 4.44811 1.32043 -4.70316  0.004
C 2.71961 1.53237 -2.91210  -0.425
F 2.63851 2.59151 -2.02658  0.023
F 1.92457 1.76644 -3.93265  0.113
F 2.17255 0.41989 -2.19471  -0.015
C 6.12648 -0.17135 -3.48708  -0.273
C 6.77914 -1.23938 -2.74117  -0.083
H 6.88992 -1.01628 -1.68018  0.058
H 6.38167 -2.23549 -2.91542  0.075
H 7.81825 -1.26668 -3.09419  0.096
H 6.66666 0.76037 -3.50478  0.117
H 5.95691 -0.38737 -4.54575  0.129
H 4.96194 2.05333 -2.73967  0.145
C 0.87526 -3.91512 3.74581  -0.050
O -1.28923 -2.01593 4.56027  -0.109
O 1.08670 -4.06506 4.96663  0.064
C -0.27137 -4.80643 3.12599  -0.565
F 0.22328 -5.61630 2.17087  0.130
F -0.81963 -5.50039 4.07064  0.211
F -1.23090 -4.01423 2.46615  0.069
C -1.69556 -2.91597 5.63596  -0.261
C -2.47033 -2.15450 6.75797  -0.048
H -1.87108 -1.27863 7.03942  0.062
H -3.49289 -1.85029 6.47629  0.059
H -2.55732 -2.81730 7.65143  0.097
H -0.81135 -3.44569 6.03648  0.105
H -2.22550 -3.68765 5.09977  0.083
H 1.47928 -3.30987 2.95854  0.160

Output
Energy relative to the best compared isomer or geometry (same formula, charge and spin)   0.0 kcal/mol
Total energy   -109996.9276 eV
Lowest unoccupied orbital energy   -7.668 eV
Total charge   +4
Orbital gap   6.10 eV

Here is 2 unconnected molecules or ions with the total composition C2H7N in a non-equilibrium geometry from the OMol25 dataset. Energies are from ωB97M-V/def2-TZVPD.

Last column: natural (NBO) charge in e.
CARTESIAN COORDINATES (ANGSTROEM)
C -1.34071 -0.66406 -0.00226  -0.392
C -1.45621 0.63751 0.03991  -0.384
H -0.77319 -1.23925 0.74803  0.198
H -2.10252 -1.16996 -0.67299  0.196
H -0.75536 1.19072 0.72257  0.182
H -2.13031 1.21999 -0.57989  0.200
N 2.22914 -0.00884 -0.17608  -1.040
H 1.69952 -0.53626 0.54529  0.345
H 3.15324 -0.20541 0.10944  0.346
H 2.08612 0.96139 0.13423  0.349

Output
Energy relative to the best compared isomer or geometry (same formula, charge and spin)   24.4 kcal/mol
Total energy   -3676.4253 eV
Lowest unoccupied orbital energy   1.131 eV
Total charge   0
Orbital gap   11.37 eV
SMILES   C=C.N

Here is a molecular structure, C35H25BrF6IrN3O3PS2Te from the OMol25 dataset. Energies are from ωB97M-V/def2-TZVPD.

Last column: Löwdin spin population.
CARTESIAN COORDINATES (ANGSTROEM)
Ir -0.00890 -0.07987 1.07453  0.006
F 3.57874 3.63005 0.31360  0.000
C 4.25218 2.50137 0.03442  0.000
F 5.24811 2.83239 -0.80899  0.000
F 4.82284 2.08811 1.17822  0.000
C 3.36047 1.45025 -0.55846  0.000
C 3.61424 0.89828 -1.79921  0.000
C 2.75332 -0.05877 -2.31883  0.000
C 1.64737 -0.43497 -1.58268  0.003
N 1.39569 0.09771 -0.38695  0.001
C 2.23219 1.02679 0.14450  0.000
S 1.58527 1.50384 1.67434  0.000
H 4.47983 1.22151 -2.36126  0.000
H 2.92397 -0.49997 -3.28949  0.000
H 0.93025 -1.14702 -1.95489  0.000
O -4.55134 -4.10336 -0.49713  0.000
C -3.56892 -3.24972 -0.16193  0.001
C -3.79976 -1.96458 0.31893  -0.001
C -2.71845 -1.16966 0.61141  0.001
N -1.44003 -1.57109 0.46715  0.003
C -1.24432 -2.81828 0.04106  0.000
Br 0.52420 -3.45330 -0.06632  0.000
C -2.25882 -3.68820 -0.29939  0.001
H -5.41174 -3.68965 -0.36558  0.000
H -4.80119 -1.57548 0.44930  0.000
H -2.84211 -0.14690 0.93801  0.000
H -2.04340 -4.68410 -0.65380  0.000
F 0.57142 -2.95242 4.73722  0.000
C -0.20366 -1.87437 4.66087  0.000
F 0.18445 -1.00585 5.60276  0.000
F -1.46329 -2.24102 4.92803  0.000
C -0.11846 -1.21677 3.27635  0.000
O -0.97521 -0.34190 2.97320  0.000
O 0.78737 -1.54508 2.47815  0.000
N -1.21792 1.19587 0.07367  0.146
P -1.36487 2.74357 0.25005  0.020
C -0.98828 3.40404 1.90470  0.008
C -1.67575 2.83627 2.97589  0.002
C -1.39789 3.22521 4.27588  0.000
C -0.43028 4.19218 4.51647  0.001
C 0.26061 4.76048 3.45616  0.000
C -0.01157 4.36324 2.15469  0.002
C -3.10854 3.24308 0.03783  -0.001
C -3.99459 2.40554 -0.63262  0.000
C -5.32067 2.77686 -0.80667  0.000
C -5.77979 3.98427 -0.30070  0.000
C -4.90971 4.81505 0.39137  0.000
C -3.58406 4.44468 0.56214  0.000
C -0.42190 3.80288 -0.89499  -0.001
C -0.63251 5.17548 -1.02073  0.000
C 0.15012 5.92833 -1.88145  0.000
C 1.15251 5.31672 -2.62474  0.000
C 1.35577 3.95029 -2.51879  0.000
C 0.56367 3.19654 -1.66418  -0.001
H -2.42052 2.07015 2.79192  0.000
H -1.92912 2.76885 5.10104  0.000
H -0.20865 4.49500 5.53190  0.000
H 1.02626 5.50271 3.64195  0.000
H 0.55740 4.78480 1.33655  0.000
H -3.63641 1.46174 -1.01971  0.001
H -5.99586 2.11966 -1.34094  0.000
H -6.81460 4.27294 -0.43441  0.000
H -5.26543 5.74851 0.80832  0.000
H -2.92542 5.08534 1.13650  0.000
H -1.40583 5.66620 -0.44361  0.000
H -0.01773 6.99417 -1.97002  0.000
H 1.76716 5.90680 -3.29284  0.000
H 2.12253 3.46488 -3.10952  0.000
H 0.68886 2.12305 -1.60126  0.000
Te -1.76913 -0.12240 -2.57524  0.649
C -1.45630 1.48824 -3.83824  0.044
C -2.18459 2.64229 -3.96069  0.046
C -1.62017 3.56016 -4.88322  0.002
C -0.47514 3.09127 -5.45602  0.048
S -0.06368 1.54856 -4.84893  0.015
H -3.09166 2.82693 -3.40146  0.001
H -2.05092 4.52377 -5.11525  -0.001
H 0.13677 3.57777 -6.19905  0.003

Output
Energy relative to the best compared isomer or geometry (same formula, charge and spin)   12.0 kcal/mol
Total energy   -174754.6277 eV
Lowest unoccupied orbital energy (alpha / beta)   0.152 / -1.087 eV
Total charge   0
Orbital gap (alpha / beta)   7.20 / 6.44 eV
Spin multiplicity   2

Here is a single C3H4S molecule in a non-equilibrium geometry from the OMol25 dataset. Energies are from ωB97M-V/def2-TZVPD.

Last column: natural (NBO) charge in e.
CARTESIAN COORDINATES (ANGSTROEM)
C 0.62771 0.72508 0.03424  -0.141
C -0.57064 1.28826 -0.07236  -0.389
C -0.41761 -1.13494 0.00638  -0.544
S -1.87980 0.13923 0.02590  0.203
H 1.65162 0.78733 -0.03171  0.209
H -0.84151 2.29813 -0.01072  0.213
H -0.51365 -1.38280 -1.08625  0.212
H -0.13700 -1.95991 0.78227  0.237

Output
Energy relative to the best compared isomer or geometry (same formula, charge and spin)   67.2 kcal/mol
Total energy   -14006.6650 eV
Lowest unoccupied orbital energy   0.515 eV
Total charge   0
Orbital gap   8.99 eV

Here is a single C5H10O2 molecule from the OMol25 dataset. Energies are from ωB97M-V/def2-TZVPD.

Last column: natural (NBO) charge in e.
CARTESIAN COORDINATES (ANGSTROEM)
O -2.32638 -1.03565 1.71576  -0.712
C -1.02363 -1.54817 1.54613  -0.080
C -0.10933 -0.54426 0.88455  -0.092
O -0.52196 -0.44245 -0.46030  -0.532
C 0.00517 0.63225 -1.17475  0.094
C 1.03395 1.57828 -0.61884  -0.460
C 1.35968 0.71775 -1.81424  -0.448
H -2.62241 -0.75291 0.84036  0.471
H -1.02467 -2.46303 0.93618  0.167
H -0.64257 -1.79416 2.54087  0.181
H -0.19774 0.42857 1.38869  0.180
H 0.94010 -0.86766 0.93084  0.165
H -0.77596 1.01083 -1.82772  0.191
H 1.56629 1.29293 0.28635  0.221
H 0.88456 2.64927 -0.69597  0.220
H 2.10798 -0.05913 -1.69096  0.220
H 1.34691 1.19755 -2.78696  0.214

Output
Energy relative to the best compared isomer or geometry (same formula, charge and spin)   62.5 kcal/mol
Total energy   -9440.3310 eV
Lowest unoccupied orbital energy   1.051 eV
Total charge   0
Orbital gap   10.54 eV
SMILES   OCCOC1CC1

Please write out number 5 again, unchanged.
Here is a single C5H10O2 molecule from the OMol25 dataset. Energies are from ωB97M-V/def2-TZVPD.

Last column: natural (NBO) charge in e.
CARTESIAN COORDINATES (ANGSTROEM)
O -2.32638 -1.03565 1.71576  -0.712
C -1.02363 -1.54817 1.54613  -0.080
C -0.10933 -0.54426 0.88455  -0.092
O -0.52196 -0.44245 -0.46030  -0.532
C 0.00517 0.63225 -1.17475  0.094
C 1.03395 1.57828 -0.61884  -0.460
C 1.35968 0.71775 -1.81424  -0.448
H -2.62241 -0.75291 0.84036  0.471
H -1.02467 -2.46303 0.93618  0.167
H -0.64257 -1.79416 2.54087  0.181
H -0.19774 0.42857 1.38869  0.180
H 0.94010 -0.86766 0.93084  0.165
H -0.77596 1.01083 -1.82772  0.191
H 1.56629 1.29293 0.28635  0.221
H 0.88456 2.64927 -0.69597  0.220
H 2.10798 -0.05913 -1.69096  0.220
H 1.34691 1.19755 -2.78696  0.214

Output
Energy relative to the best compared isomer or geometry (same formula, charge and spin)   62.5 kcal/mol
Total energy   -9440.3310 eV
Lowest unoccupied orbital energy   1.051 eV
Total charge   0
Orbital gap   10.54 eV
SMILES   OCCOC1CC1